Record 1
A cluster of 3 separate species, C6H18O3 in total, computed with wB97M-V/def2-TZVPD.

Summary:
HOMO   -10.4355 eV
SMILES   CCO.CCO.CCO
Frontier orbital gap   11.152 eV
Molecular weight   138.21 g/mol
Energy above the lowest of the compared OMol25 structures with the same formula, charge and spin   26.1 kcal/mol

Atoms and positions in Å:
1 C -0.4390 -1.1532 -1.1400
2 C -0.4087 -0.0674 -0.0796
3 O 0.5777 -0.3284 0.9174
4 H 0.4258 -1.1784 -1.8010
5 H -1.3138 -1.0188 -1.7984
6 H -0.6681 -2.1534 -0.7622
7 H -1.3990 -0.0106 0.3736
8 H -0.2360 0.8906 -0.5802
9 H 1.3854 0.0869 0.6003
10 C -4.3312 1.1739 0.6764
11 C -5.1209 0.3878 -0.3232
12 O -5.9471 1.2544 -1.1338
13 H -3.6775 1.9307 0.2439
14 H -3.7350 0.4708 1.2798
15 H -4.8927 1.7093 1.4479
16 H -5.7666 -0.3444 0.1729
17 H -4.4795 -0.1702 -1.0061
18 H -6.8275 1.2927 -0.7562
19 C 4.5340 -0.6546 0.8850
20 C 5.4328 0.2664 0.0767
21 O 6.3803 -0.4830 -0.6918
22 H 3.7382 -0.0924 1.3955
23 H 5.0711 -1.1020 1.7275
24 H 4.0125 -1.4172 0.3112
25 H 5.9424 0.9669 0.7369
26 H 4.8122 0.7373 -0.6841
27 H 6.9303 -0.9938 -0.0885

Results of the Löwdin charge analysis, in e, for atoms 1 through 8:
1 C -0.10
2 C -0.31
3 O -0.08
4 H 0.07
5 H 0.07
6 H 0.07
7 H 0.09
8 H 0.11



Record 2
A cluster of 2 separate species, C4H11NO2 in total, computed with wB97M-V/def2-TZVPD.

Summary:
HOMO   -9.6566 eV
SMILES   CN[C@@H](C)C=O.O
Frontier orbital gap   10.456 eV
Molecular weight   105.14 g/mol
Energy above the lowest of the compared OMol25 structures with the same formula, charge and spin   46.2 kcal/mol

Atoms and positions in Å:
1 C 0.6174 1.1028 1.0119
2 N -0.7801 1.1965 0.5708
3 C -1.3030 0.0764 -0.2866
4 C -0.4735 -0.2610 -1.4949
5 C -1.5084 -1.0876 0.6732
6 O -0.7745 -2.0347 0.7545
7 H 1.4027 1.4827 0.3410
8 H 0.6281 1.8273 1.8528
9 H 0.9210 0.1918 1.5089
10 H -0.7540 1.9714 -0.0870
11 H -2.2959 0.3935 -0.5536
12 H -0.8324 -1.0894 -2.1085
13 H -0.3612 0.5318 -2.2249
14 H 0.5455 -0.5581 -1.3234
15 H -2.3662 -0.9240 1.3646
16 O 2.8071 -0.8347 -0.0625
17 H 2.2201 -1.1977 -0.7030
18 H 2.3070 -0.7870 0.7667

Results of the Löwdin charge analysis, in e, for atoms 1 through 8:
1 C -0.13
2 N -0.07
3 C -0.36
4 C -0.05
5 C -0.23
6 O 0.07
7 H 0.09
8 H 0.09



Record 3
The molecule C5H10O, computed with wB97M-V/def2-TZVPD.

Summary:
HOMO   -10.2137 eV
SMILES   CCC[C@H]1CO1
Frontier orbital gap   11.360 eV
Molecular weight   86.13 g/mol
Energy above the lowest of the compared OMol25 structures with the same formula, charge and spin   30.5 kcal/mol

Atoms and positions in Å:
1 C -1.5863 1.0636 0.0986
2 C -1.3680 -0.4346 0.2876
3 C 0.0839 -0.7938 0.6026
4 C 1.0673 -0.6317 -0.5362
5 C 2.0926 0.4122 -0.5754
6 O 2.4091 -0.9044 -0.1542
7 H -1.0162 1.4498 -0.7540
8 H -1.2617 1.6109 0.9920
9 H -2.6433 1.2948 -0.0693
10 H -1.7022 -0.9836 -0.6038
11 H -1.9981 -0.7884 1.1134
12 H 0.1358 -1.8376 0.9397
13 H 0.4466 -0.1861 1.4424
14 H 0.7763 -1.0116 -1.5178
15 H 2.5482 0.6771 -1.5299
16 H 2.0778 1.1975 0.1795

Results of the Löwdin charge analysis, in e, for atoms 1 through 8:
1 C -0.11
2 C -0.26
3 C -0.17
4 C -0.32
5 C -0.13
6 O -0.04
7 H 0.07
8 H 0.07



Record 4
A cluster of 2 separate species, CHF3N4O in total, computed with wB97M-V/def2-TZVPD.

Summary:
HOMO (alpha / beta)   -8.4933 / -8.4925 eV
Frontier orbital gap (alpha / beta)   5.221 / 5.219 eV
Molecular weight   142.04 g/mol
Energy above the lowest of the compared OMol25 structures with the same formula, charge and spin   115.4 kcal/mol

Atoms and positions in Å:
1 C 0.4086 0.8763 0.8607
2 N -0.0160 0.2055 -1.3532
3 N 0.7398 0.8085 -0.6732
4 N 1.3042 1.6597 1.3614
5 N 1.1104 2.6176 3.3925
6 O -0.5417 0.3210 1.3043
7 F 2.4707 1.8722 0.7293
8 F -0.1340 2.2669 3.5250
9 F 1.9163 1.7891 4.0348
10 H -0.7933 -0.5622 -1.1008

Results of the Löwdin charge analysis, in e, for atoms 1 through 8:
1 C -0.58
2 N 0.06
3 N 0.02
4 N 0.07
5 N 0.11
6 O 0.06
7 F 0.00
8 F 0.06



Record 5
A structure of composition CsH2O, computed with wB97M-V/def2-TZVPD.

Summary:
HOMO   -16.7160 eV
Frontier orbital gap   12.706 eV
Molecular weight   150.92 g/mol
Energy above the lowest of the compared OMol25 structures with the same formula, charge and spin   65.1 kcal/mol
Charge   +1

Atoms and positions in Å:
1 Cs -1.1601 0.0753 1.3838
2 O 0.0843 -0.1273 -0.2362
3 H 0.7732 -0.6934 -0.5843
4 H 0.3026 0.7454 -0.5633

Want to see where the charge sits? The Löwdin charges in e are:
1 Cs 1.51
2 O -0.65
3 H 0.09
4 H 0.05



Record 6
A cluster of 2 separate species, C10H16 in total, computed with wB97M-V/def2-TZVPD.

Summary:
HOMO   -9.0064 eV
SMILES   CCc1ccccc1.CC
Frontier orbital gap   10.022 eV
Molecular weight   136.24 g/mol
Energy above the lowest of the compared OMol25 structures with the same formula, charge and spin   62.2 kcal/mol

Atoms and positions in Å:
1 C 1.6260 1.5798 -1.7667
2 C 1.2754 0.1529 -1.1458
3 C -0.1051 0.1514 -0.6697
4 C -0.6498 1.2563 0.1170
5 C -1.9855 1.2308 0.5742
6 C -2.7501 0.0153 0.3785
7 C -2.2421 -0.9405 -0.4689
8 C -0.9092 -0.8091 -1.0901
9 H 2.6374 1.6318 -2.0124
10 H 1.3218 2.3215 -1.1654
11 H 1.2037 1.6416 -2.7631
12 H 1.4653 -0.4263 -2.0895
13 H 2.1047 -0.1734 -0.3586
14 H 0.0579 2.0281 0.4529
15 H -2.1169 2.1243 1.1252
16 H -3.7787 -0.0220 0.5556
17 H -2.9680 -1.6437 -1.0211
18 H -0.7007 -1.6433 -1.7430
19 C 1.4404 -0.6751 2.1163
20 C 2.4185 -1.7507 1.5423
21 H 1.9337 0.2760 2.5199
22 H 0.7264 -0.4479 1.3743
23 H 1.0273 -0.9191 3.0932
24 H 2.8660 -1.5666 0.6272
25 H 3.3442 -1.7039 2.2157
26 H 2.1654 -2.7444 1.6662

Results of the Löwdin charge analysis, in e, for atoms 1 through 8:
1 C -0.07
2 C -0.18
3 C -0.33
4 C -0.03
5 C -0.05
6 C -0.09
7 C -0.07
8 C -0.05